No. 1
# C24H20N4Re

C24H20N4Re as an isolated structure (ωB97M-V/def2-TZVPD, OMol25).

Geometry as ORCA input:
```
! wB97M-V def2-TZVPD RIJCOSX def2/J DEFGRID3
* xyz 4 4
Re -0.494 -0.248 0.168
C -2.411 2.318 -0.585
C -1.590 2.588 0.629
C -1.676 3.824 1.312
C -0.917 4.052 2.436
C -0.048 3.050 2.889
C 0.020 1.856 2.190
N -0.760 1.637 1.073
C 0.923 0.774 2.509
C 1.871 0.765 3.570
C 2.732 -0.313 3.716
C 2.674 -1.360 2.810
C 1.720 -1.323 1.758
N 0.858 -0.277 1.671
C 1.601 -2.286 0.702
C 2.424 -3.406 0.571
C 2.268 -4.239 -0.542
C 1.308 -3.930 -1.475
C 0.474 -2.789 -1.305
C -0.571 -2.455 -2.308
N 0.628 -2.000 -0.237
H -3.477 2.376 -0.354
H -2.213 1.328 -1.022
H -2.211 3.062 -1.360
H -2.348 4.586 0.935
H -0.980 4.996 2.962
H 0.560 3.222 3.766
H 1.928 1.597 4.260
H 3.455 -0.328 4.523
H 3.359 -2.193 2.904
H 3.182 -3.631 1.310
H 2.903 -5.108 -0.666
H 1.171 -4.551 -2.353
H -1.291 -3.273 -2.401
H -0.123 -2.318 -3.297
H -1.123 -1.540 -2.062
N -2.020 -1.110 0.996
C -2.968 -1.653 1.418
C -4.095 -2.293 1.900
C -4.118 -2.733 3.252
C -5.242 -3.355 3.728
C -6.343 -3.549 2.884
C -6.326 -3.115 1.554
C -5.215 -2.489 1.051
H -3.260 -2.570 3.891
H -5.280 -3.694 4.753
H -7.227 -4.041 3.270
H -7.189 -3.271 0.923
H -5.194 -2.142 0.026
*
```

The HOMO energy (spin up / spin down) comes out at -20.10 / -20.09 eV. For the energy above the lowest of the compared OMol25 structures with the same formula, charge and spin, the calculation gives 0.0 kJ/mol. As for the molecular weight: 550.66 g/mol. The lowest unoccupied orbital energy (spin up / spin down) comes out at -14.145 / -16.935 eV.

Atomic partial charges in e from the natural (NBO) method, atoms 1 to 6:
1. Re 1.524
2. C -0.653
3. C 0.332
4. C -0.137
5. C -0.093
6. C -0.102

---

No. 2
# C2H3ClO2P

A 2-piece molecular cluster, C2H3ClO2P overall in a non-equilibrium geometry (ωB97M-V/def2-TZVPD, OMol25).

Geometry as ORCA input:
```
! wB97M-V def2-TZVPD RIJCOSX def2/J DEFGRID3
* xyz -1 1
C -0.384 0.510 -0.479
C 0.632 0.528 0.360
O 1.924 2.156 -2.068
O 3.791 2.311 -0.348
P 2.365 2.318 -0.648
Cl 1.373 3.942 0.046
H -1.254 -0.253 -0.471
H -0.416 1.243 -1.295
H 0.970 -0.193 1.155
*
```

The HOMO energy (spin up / spin down) comes out at -4.04 / -4.04 eV. For the energy above the lowest of the compared OMol25 structures with the same formula, charge and spin, the calculation gives 274.8 kJ/mol. As for the molecular weight: 125.47 g/mol. The lowest unoccupied orbital energy (spin up / spin down) comes out at 3.734 / 3.734 eV.

Atomic partial charges in e from the natural (NBO) method, atoms 1 to 6:
1. C -0.520
2. C -0.430
3. O -1.140
4. O -1.109
5. P 2.032
6. Cl -0.380

---

No. 3
# C26H50AsAuBrGeN2SeSi3

C26H50AsAuBrGeN2SeSi3 as an isolated structure in a non-equilibrium geometry (ωB97M-V/def2-TZVPD, OMol25).

Geometry as ORCA input:
```
! wB97M-V def2-TZVPD RIJCOSX def2/J DEFGRID3
* xyz 3 3
Au 1.190 0.560 0.124
Br 8.207 -2.694 0.035
C 6.786 -1.430 0.038
C 5.466 -1.878 0.069
C 4.435 -0.967 0.086
C 4.696 0.408 0.074
C 6.032 0.843 0.057
C 7.066 -0.065 0.029
N 3.597 1.243 0.105
C 3.687 2.510 -0.019
C 2.532 3.373 0.062
C 2.717 4.758 0.033
C 1.614 5.585 0.125
C 0.360 5.004 0.244
C 0.263 3.622 0.265
N 1.313 2.824 0.169
H 5.260 -2.937 0.082
H 3.396 -1.290 0.111
H 6.272 1.894 0.073
H 8.089 0.279 0.001
H 4.632 3.024 -0.182
H 3.710 5.170 -0.062
H 1.733 6.656 0.101
H -0.521 5.619 0.313
H -0.705 3.142 0.359
C -4.375 3.293 2.127
Ge -5.226 3.158 0.337
C -4.685 4.622 -0.890
C -7.165 2.776 0.334
C -4.474 1.308 -0.459
Se -2.586 1.267 -0.535
C -2.277 2.077 -2.268
H -4.638 4.259 2.550
H -3.289 3.225 2.091
H -4.754 2.525 2.797
H -5.170 5.525 -0.524
H -5.041 4.453 -1.903
H -3.614 4.811 -0.907
H -7.690 3.663 0.679
H -7.403 1.953 1.001
H -7.516 2.540 -0.666
H -4.903 1.166 -1.448
H -4.819 0.533 0.220
H -2.941 2.929 -2.380
H -2.472 1.357 -3.060
H -1.242 2.401 -2.313
C -1.700 -4.809 0.205
Si -1.799 -2.914 0.094
C -2.687 -2.068 1.558
C -2.676 -2.405 -1.524
As 0.471 -1.779 -0.013
Si 1.129 -2.384 -2.307
C 0.686 -4.218 -2.532
C 0.134 -1.084 -3.292
C 2.967 -2.018 -2.629
Si 1.328 -2.338 2.625
C 0.812 -4.165 2.605
C 3.182 -2.032 2.893
C 0.273 -0.976 3.431
H -2.709 -5.214 0.166
H -1.253 -5.176 1.121
H -1.157 -5.241 -0.629
H -3.762 -2.147 1.424
H -2.438 -1.009 1.620
H -2.462 -2.536 2.510
H -3.731 -2.657 -1.462
H -2.276 -2.923 -2.390
H -2.604 -1.332 -1.696
H -0.368 -4.369 -2.743
H 0.949 -4.796 -1.648
H 1.239 -4.643 -3.365
H -0.929 -1.101 -3.079
H 0.253 -1.242 -4.359
H 0.509 -0.087 -3.065
H 3.635 -2.686 -2.093
H 3.220 -0.993 -2.372
H 3.171 -2.145 -3.689
H 0.963 -4.607 1.621
H -0.229 -4.285 2.890
H 1.407 -4.740 3.312
H 3.813 -2.712 2.327
H 3.419 -2.186 3.945
H 3.463 -1.010 2.649
H -0.787 -1.076 3.225
H 0.597 0.003 3.082
H 0.398 -0.995 4.510
*
```

The HOMO energy (spin up / spin down) comes out at -14.97 / -14.97 eV. As for the molecular weight: 978.32 g/mol. The lowest unoccupied orbital energy (spin up / spin down) comes out at -8.094 / -11.273 eV.

Atomic partial charges in e from the Löwdin method, atoms 1 to 6:
1. Au 0.549
2. Br 0.816
3. C -0.646
4. C -0.128
5. C -0.100
6. C -0.277

---

No. 4
# CH7N2O

A 2-piece molecular cluster, CH7N2O overall in a non-equilibrium geometry (ωB97M-V/def2-TZVPD, OMol25).

Geometry as ORCA input:
```
! wB97M-V def2-TZVPD RIJCOSX def2/J DEFGRID3
* xyz 1 1
O 2.395 -0.074 -0.119
H 0.367 -0.083 0.886
H 3.008 0.695 0.046
H 2.992 -0.802 -0.401
N -0.154 0.194 0.038
C -1.521 -0.350 0.218
N -2.328 0.409 -0.341
H 0.428 -0.006 -0.769
H -0.254 1.169 -0.048
H -1.625 -1.404 0.761
H -3.309 0.252 -0.272
*
```

The HOMO energy comes out at -15.91 eV. For the energy above the lowest of the compared OMol25 structures with the same formula, charge and spin, the calculation gives 186.2 kJ/mol. As for the molecular weight: 63.08 g/mol. The lowest unoccupied orbital energy comes out at -3.724 eV.

Atomic partial charges in e from the natural (NBO) method, atoms 1 to 6:
1. O -1.004
2. H 0.457
3. H 0.507
4. H 0.509
5. N -0.717
6. C 0.234

---

No. 5
# C14H20CdF4N3

C14H20CdF4N3 as an isolated structure (ωB97M-V/def2-TZVPD, OMol25).

Geometry as ORCA input:
```
! wB97M-V def2-TZVPD RIJCOSX def2/J DEFGRID3
* xyz -1 1
Cd 0.300 -0.485 0.556
C 3.183 0.944 0.097
N 2.561 -0.143 -0.647
C 3.410 -1.320 -0.641
C 2.174 0.267 -1.996
C 0.779 0.894 -2.021
N -0.200 -0.065 -1.529
C -1.310 -0.369 -2.214
C -2.059 -1.518 -1.836
F -1.622 -2.248 -0.788
C -3.174 -1.949 -2.507
F -3.776 -3.082 -2.089
C -3.691 -1.278 -3.603
C -3.015 -0.133 -3.967
F -3.472 0.603 -5.005
C -1.889 0.320 -3.311
F -1.372 1.502 -3.739
H 4.163 1.208 -0.333
H 3.292 0.655 1.142
H 2.538 1.822 0.080
H 4.373 -1.141 -1.149
H 2.901 -2.145 -1.139
H 3.616 -1.611 0.390
H 2.170 -0.619 -2.635
H 2.912 0.975 -2.407
H 0.585 1.241 -3.034
H 0.796 1.786 -1.380
H -4.560 -1.628 -4.137
C -0.038 0.120 4.761
C -0.403 0.307 3.273
C -0.373 1.825 2.987
C -1.856 -0.177 3.099
N 0.578 -0.443 2.523
H -0.713 0.663 5.434
H 0.983 0.471 4.927
H -0.072 -0.943 5.005
H -1.078 2.397 3.609
H -0.628 2.011 1.938
H 0.637 2.203 3.161
H -2.554 0.316 3.790
H -1.895 -1.255 3.261
H -2.203 0.022 2.078
*
```

The HOMO energy comes out at -2.48 eV. For the energy above the lowest of the compared OMol25 structures with the same formula, charge and spin, the calculation gives 29.5 kJ/mol. As for the molecular weight: 418.74 g/mol. The lowest unoccupied orbital energy comes out at 3.092 eV.

Atomic partial charges in e from the natural (NBO) method, atoms 1 to 6:
1. Cd 1.329
2. C -0.431
3. N -0.492
4. C -0.410
5. C -0.221
6. C -0.241

---

No. 6
# C53H48N5O8PbSi

C53H48N5O8PbSi as an isolated structure in a non-equilibrium geometry (ωB97M-V/def2-TZVPD, OMol25).

Geometry as ORCA input:
```
! wB97M-V def2-TZVPD RIJCOSX def2/J DEFGRID3
* xyz 1 1
Pb 0.027 -0.133 0.271
C -1.343 -0.584 -2.868
C -1.029 0.838 -3.324
C -1.204 1.959 -2.331
C -1.637 3.202 -2.790
C -1.645 4.288 -1.933
C -1.220 4.117 -0.622
C -0.859 2.849 -0.219
N -0.863 1.798 -1.050
N -0.344 -1.278 -2.030
C -0.885 -2.599 -1.667
C -2.128 -2.491 -0.832
C -3.273 -3.216 -1.105
C -4.345 -3.124 -0.224
C -4.210 -2.346 0.913
C -3.032 -1.639 1.100
N -2.034 -1.682 0.222
C 0.923 -1.508 -2.729
C 2.073 -1.811 -1.802
C 3.171 -2.534 -2.250
C 4.272 -2.673 -1.421
C 4.240 -2.099 -0.157
C 3.095 -1.430 0.230
N 2.045 -1.292 -0.578
H -1.522 -1.187 -3.768
H -2.277 -0.552 -2.313
H -1.676 1.043 -4.176
H 0.000 0.909 -3.679
H -1.958 3.305 -3.817
H -1.970 5.258 -2.285
H -1.168 4.940 0.076
H -0.562 2.657 0.807
H -0.130 -3.110 -1.060
H -1.080 -3.199 -2.564
H -3.330 -3.841 -1.986
H -5.263 -3.659 -0.425
H -5.003 -2.277 1.644
H -2.869 -1.014 1.968
H 1.203 -0.598 -3.252
H 0.820 -2.313 -3.467
H 3.166 -2.973 -3.239
H 5.145 -3.218 -1.755
H 5.082 -2.172 0.516
H 3.006 -0.987 1.215
C 4.736 4.537 3.666
O 4.853 5.063 2.349
C 4.238 4.411 1.358
C 4.457 4.945 0.064
C 3.945 4.309 -1.054
C 3.192 3.150 -0.970
C 2.786 2.436 -2.187
C 3.347 2.904 -3.514
O 2.041 1.478 -2.160
C 2.857 2.631 0.366
O 2.129 1.649 0.608
C 3.445 3.309 1.500
H 5.394 5.135 4.288
H 5.053 3.492 3.698
H 3.711 4.618 4.035
H 5.049 5.846 -0.020
H 4.151 4.741 -2.023
H 4.434 2.974 -3.487
H 2.946 3.887 -3.768
H 3.061 2.202 -4.293
H 3.208 2.887 2.466
O 0.428 -1.976 1.720
Si 0.334 -2.305 3.267
C 1.239 -3.986 3.495
C 2.179 -4.359 2.539
C 2.699 -5.647 2.543
C 2.287 -6.557 3.505
C 1.364 -6.179 4.469
C 0.838 -4.892 4.467
C -1.406 -2.408 3.961
C -2.218 -3.501 3.645
C -3.554 -3.528 4.012
C -4.107 -2.454 4.698
C -3.310 -1.368 5.035
C -1.972 -1.347 4.670
C 1.380 -1.106 4.336
C 1.755 -1.372 5.647
C 2.437 -0.412 6.384
C 2.751 0.814 5.814
C 2.380 1.082 4.506
C 1.702 0.123 3.764
H 2.484 -3.650 1.779
H 3.420 -5.937 1.787
H 2.683 -7.564 3.502
H 1.041 -6.887 5.222
H 0.105 -4.611 5.214
H -1.793 -4.344 3.109
H -4.164 -4.392 3.775
H -5.152 -2.469 4.980
H -3.731 -0.539 5.590
H -1.360 -0.492 4.934
H 1.522 -2.327 6.103
H 2.725 -0.624 7.406
H 3.288 1.558 6.389
H 2.608 2.042 4.057
H 1.413 0.347 2.744
O -2.448 2.764 2.998
C -2.527 1.744 2.320
O -1.645 0.865 2.067
C -3.937 1.502 1.703
C -5.062 1.567 2.515
C -6.329 1.363 1.982
C -6.484 1.105 0.632
C -5.352 1.054 -0.168
C -4.077 1.243 0.352
N -5.503 0.765 -1.590
O -6.622 0.641 -2.041
O -4.484 0.660 -2.266
H -4.944 1.784 3.569
H -7.201 1.426 2.619
H -7.457 0.945 0.191
H -3.220 1.198 -0.301
*
```

The HOMO energy (spin up / spin down) comes out at -10.51 / -10.57 eV. For the energy above the lowest of the compared OMol25 structures with the same formula, charge and spin, the calculation gives 62.1 kJ/mol. As for the molecular weight: 1118.28 g/mol. The lowest unoccupied orbital energy (spin up / spin down) comes out at -5.712 / -5.289 eV.

Atomic partial charges in e from the Löwdin method, atoms 1 to 6:
1. Pb 1.617
2. C -0.152
3. C -0.092
4. C -0.261
5. C 0.003
6. C -0.024

---

Among the records above, which one has the lowest molecular weight?
CH7N2O